No. 1
46
Properties=species:S:1:pos:R:3 method="wB97M-V/def2-TZVPD" e_tot_ev=-82664.6681 multiplicity=3 orbital_gap_ev="8.715 / 7.415" relative_energy_kcal_mol=22.43 fmax_ha_per_bohr=0.1429 e_lumo_ev="-6.07 / -7.37" homo_ev="-14.8 / -14.8" charge=+2
Ni 0.00000 0.00000 0.00000
S 1.89888 -1.54884 -0.38509
S -0.73579 1.52163 1.77498
C 3.06822 -1.69347 1.01102
C 2.74763 -0.30084 -1.43532
C 2.74510 1.09292 -0.84812
N 1.37542 1.60856 -0.62976
C 1.33279 2.74600 0.31533
C -0.05231 2.97559 0.87751
H 2.22508 -0.33492 -2.38955
H 3.76775 -0.63423 -1.61474
H 3.32113 1.76025 -1.49459
H 3.24719 1.08346 0.11612
H 1.69033 3.66603 -0.15459
H 2.02209 2.52246 1.12552
H -0.77595 3.18477 0.09183
H -0.05111 3.82973 1.55177
C 0.31981 1.49632 3.26795
H 1.01601 1.92980 -1.52359
H 1.36715 1.36099 3.02067
H -0.01539 0.65444 3.86459
H 0.17658 2.41227 3.83302
H 2.64360 -2.42485 1.69075
H 3.19127 -0.75240 1.53609
H 4.02625 -2.05694 0.65186
C -1.91434 1.73403 -5.06179
C -2.73149 0.75672 -4.70235
H -1.02355 1.54748 -5.64806
H -2.09975 2.76434 -4.78596
H -2.54602 -0.27361 -4.97810
H -3.62228 0.94326 -4.11608
O -1.35064 -0.33000 -1.08428
C -2.13873 -1.31224 -0.41373
C -1.53084 -1.76694 0.90589
C -2.14842 -2.73856 1.69736
C -1.54297 -3.11347 2.89818
C -0.34016 -2.51498 3.29121
C 0.24519 -1.54123 2.47230
N -0.36900 -1.19929 1.30693
H -0.92966 -0.77457 -1.86540
H -3.14332 -0.87927 -0.21842
H -2.27743 -2.20668 -1.06499
H -3.08107 -3.19376 1.38687
H -2.01137 -3.86341 3.52369
H 0.12688 -2.80060 4.22356
H 1.16143 -1.06609 2.77719

---

No. 2
43
Properties=species:S:1:pos:R:3 method="wB97M-V/def2-TZVPD" e_tot_ev=-19967.9714 multiplicity=1 orbital_gap_ev=8.652 relative_energy_kcal_mol=0.90 fmax_ha_per_bohr=0.0125 e_lumo_ev=0.75 homo_ev=-7.9
C 0.63463 3.17317 2.99690
H 0.97848 3.35228 1.98233
H 1.32386 3.66137 3.68260
C 0.55564 1.68143 3.30511
C -0.41280 0.92235 2.38580
H -0.92320 0.16193 2.98399
H -1.16996 1.62594 2.02460
C 0.21060 0.20666 1.17605
C 1.13555 1.11514 0.34713
N 1.72061 0.39658 -0.77203
C 0.67396 -0.05112 -1.67637
H 0.14411 0.83387 -2.03741
H 1.14992 -0.54721 -2.52636
C -0.28751 -1.02343 -0.97486
C -1.36446 -1.59598 -1.90730
C -2.19399 -0.57733 -2.70156
C -1.67650 -0.35114 -4.11854
H -0.66158 0.03596 -4.11451
H -1.68378 -1.28571 -4.67552
H -2.31165 0.36071 -4.64220
H -3.22093 -0.94263 -2.77003
H -2.23070 0.37595 -2.17250
H -2.03017 -2.18873 -1.27808
H -0.88100 -2.27919 -2.60945
C -0.91215 -0.29156 0.23020
O -1.81019 -1.17576 0.87039
H -2.28223 -0.69171 1.55446
H -1.46919 0.59089 -0.13392
C 0.56775 -2.18027 -0.41784
N 1.61918 -1.69003 0.45706
C 1.03068 -1.02424 1.60658
H 0.38613 -1.74024 2.12315
H 1.83993 -0.73395 2.28146
C 2.45653 -0.75457 -0.27197
H 2.90933 -1.27460 -1.12035
H 3.25132 -0.40053 0.39066
H -0.06451 -2.86742 0.14778
H 1.03664 -2.72907 -1.23931
H 0.57835 1.97080 -0.04737
H 1.95774 1.48571 0.96264
H 0.21682 1.56733 4.33739
H 1.55224 1.24261 3.24786
H -0.34348 3.63577 3.11332

---

No. 3
46
Properties=species:S:1:pos:R:3 method="wB97M-V/def2-TZVPD" e_tot_ev=-62771.9419 multiplicity=3 orbital_gap_ev="5.679 / 5.276" relative_energy_kcal_mol=28.30 fmax_ha_per_bohr=0.0645 e_lumo_ev="0.50 / 0.46" homo_ev="-5.2 / -4.8"
Ti -0.75992 0.24379 0.58590
H 1.43763 2.50989 -3.08246
H 1.95522 1.98875 -3.23299
P -1.40399 2.84742 0.01320
P -1.41393 -1.20152 -1.37359
C -1.83560 -2.84821 -0.73530
H -2.03891 -3.51912 -1.58263
H -0.97179 -3.20537 -0.16112
H -2.70906 -2.77740 -0.08376
C -2.80366 -0.67869 -2.41447
H -2.48920 0.17621 -3.02031
H -3.12208 -1.48640 -3.08351
H -3.63838 -0.40243 -1.76534
C -0.13501 -1.68624 -2.58859
H 0.74390 -2.09808 -2.07511
H -0.55726 -2.45031 -3.25903
H 0.18270 -0.83884 -3.20704
C -2.83928 3.56681 -0.81137
H -2.98901 4.62088 -0.54021
H -2.71925 3.53323 -1.89891
H -3.75252 3.02729 -0.54703
C -1.65883 2.98630 1.80635
H -0.71754 2.74718 2.33396
H -1.96362 4.01669 2.04689
H -2.46110 2.28168 2.08785
C -0.01023 3.91510 -0.45000
H 0.24860 3.67348 -1.48989
H -0.22458 4.99417 -0.37700
H 0.84434 3.68232 0.19792
C -2.25633 -0.61488 1.57803
O -3.05395 -1.28906 2.09684
H -1.08370 1.47128 -0.62273
O 0.60990 -0.25381 2.09823
C 1.42322 -0.63488 1.16063
O 1.08578 -0.30352 -0.04111
C 2.58724 -1.44414 1.46524
C 2.73429 -2.74331 0.96220
C 3.67809 -3.58392 1.53508
C 4.54282 -3.05424 2.50318
C 4.46270 -1.70367 2.89717
C 3.45218 -0.88720 2.40015
H 2.10613 -3.07702 0.13892
H 3.74204 -4.64265 1.26322
H 5.26557 -3.71640 2.97740
H 5.17670 -1.30273 3.61572
H 3.32972 0.16154 2.67946

---

No. 4
62
Properties=species:S:1:pos:R:3 method="wB97M-V/def2-TZVPD" e_tot_ev=-64116.2487 multiplicity=1 orbital_gap_ev=3.198 fmax_ha_per_bohr=0.0967 e_lumo_ev=-2.08 homo_ev=-5.3 charge=-1
Tl -19.10044 -25.62121 1.50123
C -19.85259 -22.31780 -0.20561
O -20.58683 -23.25113 0.62920
O -18.65489 -23.03156 -0.20207
C -20.40613 -21.97973 -1.59945
F -21.08955 -22.99310 -2.18755
F -21.35221 -21.00742 -1.54283
F -19.41275 -21.58190 -2.38468
C -21.92737 -22.91812 0.94366
C -22.45687 -23.94606 1.99148
H -22.34051 -24.99678 1.73354
H -21.97400 -23.68365 2.93520
H -23.50208 -23.71756 2.20837
H -22.65403 -22.93840 0.12956
H -21.98022 -21.95390 1.45618
H -19.72655 -21.37564 0.33964
C -16.75794 -24.10147 4.18716
C -17.85133 -24.04512 5.24491
C -17.14363 -23.59884 6.56352
C -18.01122 -22.86189 7.57156
C -18.78289 -21.69449 6.87905
C -19.66915 -22.28660 5.76607
N -18.87005 -23.07634 4.80713
O -19.40508 -23.34566 3.61087
C -20.28666 -21.02659 5.13085
C -20.84444 -23.11375 6.43031
C -18.29292 -25.48521 5.52438
H -15.96645 -24.80050 4.46410
H -16.32952 -23.12160 3.98024
H -17.02617 -24.56041 3.23407
H -16.30292 -22.93696 6.34335
H -16.72378 -24.42974 7.13001
H -17.62489 -22.62528 8.56232
H -18.76681 -23.61487 7.81757
H -18.07805 -21.02386 6.38371
H -19.39525 -21.08385 7.54063
H -19.66784 -20.13634 5.24593
H -21.23215 -20.66835 5.54371
H -20.57222 -21.12108 4.08212
H -21.53842 -23.35590 5.62163
H -21.47459 -22.66744 7.19835
H -20.54729 -24.09776 6.79254
H -18.73805 -25.84193 4.59558
H -19.00639 -25.53648 6.34843
H -17.45810 -26.11428 5.82431
B -18.50476 -25.95669 -2.38858
F -19.09844 -24.87265 -2.99433
F -18.01174 -25.53844 -1.15789
F -19.45275 -26.97328 -2.33446
F -17.37597 -26.29684 -3.14816
B -15.25833 -24.67151 0.45972
F -16.37258 -25.20666 1.17388
F -14.11969 -24.68084 1.25730
F -15.18510 -25.36500 -0.71854
F -15.54880 -23.34752 0.13120
C -15.72819 -28.40106 4.48882
N -15.99437 -27.60483 3.29173
O -17.14706 -27.18956 3.13876
O -15.09254 -27.28260 2.56980
H -14.79001 -27.95553 4.81830
H -15.70672 -29.44298 4.17953
H -16.45471 -28.15931 5.26050

---

No. 5
46
Properties=species:S:1:pos:R:3 method="wB97M-V/def2-TZVPD" e_tot_ev=-44769.6699 multiplicity=1 orbital_gap_ev=10.239 fmax_ha_per_bohr=0.0078 e_lumo_ev=0.60 homo_ev=-9.6
C 4.37669 1.19900 3.26235
C 3.85319 1.77398 2.34852
C 3.21685 2.48226 1.23899
C 2.33917 1.53844 0.37387
C 0.84613 1.89539 0.42376
B -0.10106 1.06231 -0.52592
C 0.35968 -0.34016 -1.08936
C 0.34320 -1.43304 0.00868
C 1.37945 -2.51773 -0.22710
O 2.70155 -2.09680 0.10046
C -1.53203 1.58097 -0.91978
C -2.23208 2.51235 0.07567
C -2.60873 1.85536 1.40822
C -3.76491 0.87694 1.34953
O -3.46823 -0.24957 0.53281
C -3.79045 -1.48345 1.13531
H 4.77929 0.55891 4.00954
H 4.00981 2.91269 0.62248
H 2.62730 3.31450 1.62610
H 2.46809 0.51930 0.73990
H 2.70050 1.55537 -0.65613
H 0.50907 1.76164 1.46128
H 0.72243 2.96895 0.23256
H -0.31769 -0.65827 -1.88746
H 1.35529 -0.27145 -1.54621
H 0.52383 -1.00027 0.99778
H -0.64741 -1.89270 0.03669
H 1.18464 -3.39198 0.39629
H 1.35789 -2.84364 -1.27275
H 3.01219 -1.50228 -0.58862
H -1.38169 2.13222 -1.86320
H -2.16356 0.73020 -1.17713
H -3.14943 2.90818 -0.37294
H -1.59018 3.36870 0.29516
H -2.92146 2.64997 2.09600
H -1.74421 1.37633 1.87780
H -4.65616 1.37541 0.94910
H -4.00626 0.53998 2.36372
H -3.23217 -1.62417 2.06824
H -3.52385 -2.27315 0.43618
H -4.86142 -1.54951 1.35884
Cl 0.04996 -4.96023 -4.79994
C 1.53593 -4.13349 -4.32242
Cl 1.28792 -2.39833 -4.08693
H 1.87956 -4.55816 -3.38631
H 2.27340 -4.27092 -5.10365

---

No. 6
56
Properties=species:S:1:pos:R:3 method="wB97M-V/def2-TZVPD" e_tot_ev=-70610.3531 multiplicity=1 orbital_gap_ev=7.008 fmax_ha_per_bohr=0.1202 e_lumo_ev=2.38 homo_ev=-4.6 charge=-1
C 2.56669 0.78362 3.08624
C 2.01965 1.24733 1.65489
F 2.99830 0.78193 0.67636
P 0.34142 0.37884 1.32637
O -0.61838 1.85275 1.20117
C -1.35926 1.71809 -0.05667
C -2.75260 0.94314 -0.04166
C -3.73267 1.35170 1.15256
C -3.34430 0.74909 2.58192
C -3.85478 -0.75322 2.86108
S -4.62672 -1.61430 1.41358
C -3.33317 -2.79498 0.78262
N -2.00030 -2.80263 1.29031
N -1.28570 -3.74601 0.61360
C -2.20332 -4.33468 -0.30971
O -3.50718 -3.78885 -0.23072
C -0.21697 1.33609 -1.12177
P 0.95130 2.70428 -1.76605
N 0.95766 4.04838 -0.89395
C -0.58262 0.53337 -2.45732
F -1.30458 1.42535 -3.34643
F -1.35306 -0.64031 -2.26406
C 0.72961 0.06104 -3.30556
F 0.56410 -1.33908 -3.62047
F 0.80314 0.71199 -4.58099
O 0.60871 0.34535 -0.42520
H 1.79551 0.92116 3.92949
H 2.88230 -0.32042 2.99323
H 3.49402 1.36838 3.41227
H 1.82591 2.37788 1.57570
H -0.00724 0.27554 2.74534
H 1.11414 -0.86467 1.32201
H -0.78816 -0.52297 1.16722
H -1.61972 2.82410 -0.26722
H -2.55206 -0.18541 -0.10537
H -3.29932 1.22534 -1.02136
H -4.83831 1.16799 0.87673
H -3.65140 2.50128 1.25455
H -3.86853 1.41819 3.36653
H -2.23185 0.80319 2.82955
H -2.94421 -1.35120 3.23802
H -4.59298 -0.74644 3.74038
H -1.86743 -5.15165 -1.01898
H 0.61704 3.08168 -3.12424
H 2.26496 2.10088 -1.80961
H 0.27733 3.93437 -0.12891
H 1.69231 0.12145 -2.70883
C 4.42964 -1.41609 -2.72477
C 4.39868 -2.07622 -1.36000
O 4.92423 -1.19668 -0.37723
H 5.45247 -1.13872 -2.99360
H 4.03214 -2.08535 -3.49223
H 3.83981 -0.49488 -2.72195
H 5.00653 -2.98401 -1.36095
H 3.37530 -2.34593 -1.07954
H 4.37389 -0.39903 -0.37639

---

No. 7
57
Properties=species:S:1:pos:R:3 method="wB97M-V/def2-TZVPD" e_tot_ev=-75356.6796 multiplicity=1 orbital_gap_ev=6.273 fmax_ha_per_bohr=0.1381 e_lumo_ev=-5.62 homo_ev=-11.9 charge=+1
C -0.16525 -4.80592 1.33774
C -0.07286 -3.41730 2.15288
O 0.02013 -3.73044 3.56044
C 1.22351 -2.55120 1.67144
C 0.68618 -1.68062 0.41819
N 1.02654 -2.20655 -0.81954
N 0.57201 -1.55730 -1.89893
P 1.04373 -2.29308 -3.48591
N -0.25457 -2.99221 -4.07431
O 1.69598 -1.16642 -4.56134
O 2.30853 -3.40873 -3.15553
C -0.21625 -0.39049 -1.74559
C -0.75427 0.27804 -3.11743
C 0.24227 1.44056 -3.65883
C -0.19005 2.00587 -5.10939
I 0.11477 4.17959 -5.07101
C -0.63702 0.33664 -0.45746
C -1.48807 1.67294 -0.35922
P -0.38781 3.23971 -0.34441
O -0.48030 3.96156 1.01725
O 1.23751 2.85141 -0.66610
O -0.88020 4.36022 -1.53257
C -0.11102 -0.41684 0.82499
C -0.39328 0.07951 2.30660
C 0.65094 1.17280 2.85580
C 0.36971 1.39005 4.43496
S -0.88207 2.74802 4.75944
O -0.93472 3.11368 6.22661
O -0.39968 3.98086 4.02626
O -2.42015 2.27753 4.24502
H 0.10645 -5.69659 1.98655
H 0.52395 -4.74407 0.42547
H -1.24066 -4.91682 0.96308
H -1.01062 -2.81877 1.86791
H -0.86153 -3.55351 3.96217
H 2.01080 -3.30856 1.34264
H 1.61440 -1.89420 2.51197
H -1.05934 -2.83645 -3.43778
H 2.66771 -1.07089 -4.44310
H 3.03177 -2.81728 -2.81484
H -1.73837 0.83025 -2.88004
H -1.02479 -0.49139 -3.90896
H 1.34005 1.15248 -3.59929
H 0.11118 2.32682 -2.93306
H 0.52223 1.59701 -5.89859
H -1.27802 1.70786 -5.27586
H -1.98622 1.67454 0.67785
H -2.33582 1.74430 -1.11555
H 1.63656 2.35945 0.08658
H -0.99414 5.22572 -1.07549
H -1.44586 0.50116 2.43805
H -0.32459 -0.82673 3.00513
H 1.70105 0.71227 2.75908
H 0.55893 2.19439 2.35918
H 1.30542 1.71851 5.01022
H -0.00466 0.43934 4.94938
H -2.35015 2.31924 3.25725

---

No. 8
48
Properties=species:S:1:pos:R:3 method="wB97M-V/def2-TZVPD" e_tot_ev=-36522.1538 multiplicity=1 orbital_gap_ev=10.190 fmax_ha_per_bohr=0.1750 e_lumo_ev=0.24 homo_ev=-10.0
C 1.58038 -4.77051 0.93097
C 1.33726 -3.17609 0.48947
O 2.61023 -2.40666 0.44527
P 2.39340 -0.86513 -0.34150
O 1.82245 -1.20172 -1.81156
C 1.02998 0.18168 0.51199
C 1.51647 0.96018 1.87178
C 0.38587 1.95341 2.53834
C -1.15725 1.64620 2.07366
C -1.73121 2.32576 0.67668
C -3.15518 1.45026 0.63074
C -2.86928 -0.03265 -0.00756
C -3.65464 -0.35017 -1.41110
C -2.65213 -0.89665 -2.62545
O -3.50044 -1.44188 -3.73323
C -3.49754 1.56200 2.26406
O -4.72518 1.29676 2.72575
O -2.27345 2.00673 3.01000
O 3.85655 0.04466 -0.59412
C 3.49021 1.01091 -1.68113
C 4.61368 2.24055 -1.72717
H 0.55701 -5.16116 1.40376
H 2.46507 -4.78476 1.71254
H 1.86696 -5.37009 -0.06004
H 0.77407 -3.22301 -0.53592
H 0.56762 -2.74318 1.27799
H 0.65853 0.95966 -0.29106
H 0.18447 -0.57355 0.83414
H 1.96763 0.22954 2.70119
H 2.43284 1.66339 1.56988
H 0.63773 3.10224 2.33671
H 0.46411 1.78839 3.71674
H -1.19593 0.45676 2.17028
H -1.08285 2.27081 -0.29579
H -1.98096 3.45099 0.98340
H -3.86169 2.17839 0.00793
H -1.70805 -0.15829 -0.24025
H -3.12501 -0.91563 0.74543
H -4.39001 -1.26255 -1.19606
H -4.20487 0.61149 -1.78791
H -2.01219 -1.80219 -2.23584
H -1.97574 -0.04082 -3.05820
H -2.91878 -1.73979 -4.50012
H 2.43537 1.51805 -1.49345
H 3.55500 0.50425 -2.76005
H 4.31545 2.97808 -0.86899
H 4.49573 2.79701 -2.77040
H 5.65830 1.72833 -1.60180

---

No. 9
64
Properties=species:S:1:pos:R:3 method="wB97M-V/def2-TZVPD" e_tot_ev=-94042.3216 multiplicity=1 orbital_gap_ev=8.235 fmax_ha_per_bohr=0.0470 e_lumo_ev=-0.58 homo_ev=-8.8
C -4.62321 -2.90820 1.69357
C -3.56664 -2.80233 2.80165
O -2.38202 -3.51960 2.50292
C -1.53743 -2.87512 1.57814
C -0.74244 -1.73958 2.21987
C -0.09273 -0.73050 1.25919
C 1.40585 -0.97475 1.06605
N -0.10838 0.63657 1.95931
C -0.07006 1.57347 0.99259
N 0.05389 2.86987 1.21222
B 0.12835 3.42641 2.59207
O 1.09924 2.97871 3.43534
O -0.78815 4.34264 3.00618
N -0.16471 1.01806 -0.23644
C -0.89056 -0.29205 -0.00425
S -2.64241 0.08958 0.57428
P -0.86357 -1.31310 -1.56989
C 0.06128 -2.87963 -1.28759
C -0.73568 -4.18037 -1.53836
C -2.58968 -1.68600 -2.03759
C -3.28354 -0.43788 -2.61733
H -4.19901 -3.41663 0.83212
H -5.50206 -3.44220 2.04514
H -4.96766 -1.92018 1.39388
H -3.35638 -1.74902 3.00390
H -3.94386 -3.22456 3.72909
H -2.08581 -2.55941 0.68596
H -0.83681 -3.64450 1.25862
H -1.35983 -1.17944 2.91848
H 0.05413 -2.19561 2.80560
H 1.88324 -0.89571 2.04261
H 1.63790 -1.96251 0.68148
H 1.86427 -0.23686 0.41532
H 0.59099 0.74244 2.68555
H 0.13708 3.45142 0.38884
H 0.80796 3.05819 4.34718
H -1.51332 4.45296 2.39060
H -0.71455 1.55508 -0.89849
H -2.90853 1.01539 -0.34647
H 0.50546 -2.93000 -0.30257
H 0.88970 -2.83306 -1.98934
H -1.81052 -4.04715 -1.47469
H -0.45452 -4.62218 -2.48892
H -0.47428 -4.91110 -0.77410
H -3.19023 -2.04590 -1.19823
H -2.58456 -2.48516 -2.77404
H -3.49300 -0.54948 -3.67675
H -2.66078 0.44982 -2.51015
H -4.20843 -0.23045 -2.08534
C 3.96762 2.41701 0.55758
F 3.07689 1.93228 1.46329
F 4.35777 3.61207 0.97325
F 5.01818 1.61601 0.54451
S 3.11701 2.47037 -1.07788
O 1.99969 3.36731 -0.86768
O 2.77533 1.09598 -1.32689
N 4.28764 3.05183 -1.92516
S 4.09189 3.29891 -3.48950
O 3.17930 4.35863 -3.80309
O 4.01003 2.09959 -4.26744
C 5.77321 3.98123 -3.80530
F 6.71353 3.09126 -3.50278
F 5.98554 5.08040 -3.08731
F 5.87237 4.28671 -5.09280